[1]
81
Properties=species:S:1:pos:R:3 method="wB97M-V/def2-TZVPD" charge=+1 gap_ev="6.88 / 5.17" multiplicity=3
Au -0.1236 -0.6872 1.3366
C 0.9431 -1.5381 3.2600
C 0.0682 -0.4344 3.6126
C -1.2414 -2.3214 3.2083
C 0.1171 -2.6933 3.0262
C -1.2879 -0.9286 3.5262
C 2.4228 -1.5609 3.4246
H 2.8664 -0.5713 3.2624
H 2.8848 -2.2640 2.7185
H 2.7119 -1.8860 4.4390
C 0.6087 -4.0645 2.7483
H 1.6849 -4.0640 2.5334
H 0.0790 -4.4996 1.8860
H 0.4531 -4.7338 3.6086
C -2.4147 -3.2182 3.1791
H -2.5705 -3.7210 4.1477
H -2.3074 -3.9903 2.4051
H -3.3296 -2.6510 2.9662
C -2.5137 -0.1902 3.9202
H -2.7853 -0.3867 4.9716
H -3.3683 -0.5038 3.3031
H -2.3884 0.8951 3.8115
C 0.4822 0.8628 4.2179
H 0.4905 0.8108 5.3207
H -0.2068 1.6717 3.9401
H 1.4917 1.1522 3.9014
C 2.4844 2.7462 -3.6116
C 3.0881 3.2865 -2.5424
C 3.0283 4.7126 -2.0909
C 1.7426 5.4925 -2.4591
C 0.4560 4.8273 -2.0693
C -0.2385 3.9328 -2.7786
C 0.0707 3.4237 -4.1569
C 1.5618 3.4361 -4.5683
H 3.8817 5.2804 -2.5019
H 1.7604 5.7311 -3.5280
H 3.1647 4.7325 -0.9971
H 1.8763 4.4681 -4.7585
H 2.7439 1.7226 -3.9124
H 3.8182 2.6817 -1.9906
H 1.6330 2.9173 -5.5381
H -0.3185 2.3958 -4.2403
H -1.2101 3.5889 -2.3940
H -0.4807 4.0103 -4.9124
H 1.7935 6.4598 -1.9342
H 0.0300 5.2197 -1.1351
P 1.2545 0.0278 -0.4425
C 2.3700 -1.1207 -1.2540
C 2.2884 1.3512 0.2225
P -1.3672 0.7327 -0.1342
C -0.0737 0.8044 -1.4593
C -1.4542 2.3696 0.6343
C -3.0292 0.2897 -0.6483
H 1.8797 -2.0956 -1.3974
H 3.2465 -1.2533 -0.5975
H 2.6949 -0.7048 -2.2210
H 2.5991 2.0292 -0.5822
H 3.1731 0.8726 0.6669
H 1.7626 1.9072 1.0083
H -3.3195 0.8739 -1.5379
H -3.7069 0.5353 0.1871
H -3.0799 -0.7914 -0.8412
H -0.3428 0.1770 -2.3233
H 0.1510 1.8242 -1.8102
H -2.3674 2.3799 1.2477
H -1.5106 3.1601 -0.1263
H -0.5910 2.5351 1.2911
C -2.2423 -4.9243 -0.2573
C -1.7327 -3.6038 -0.8597
C -0.3071 -3.8660 -1.3760
C -2.6400 -3.2960 -2.0726
O -1.7548 -2.6066 0.0375
H -3.2381 -4.7882 0.1752
H -1.5696 -5.2509 0.5414
H -2.2893 -5.7138 -1.0178
H -0.2594 -4.7667 -1.9962
H 0.0314 -3.0220 -1.9826
H 0.3726 -3.9854 -0.5246
H -3.6737 -3.1551 -1.7385
H -2.3097 -2.3725 -2.5548
H -2.6175 -4.1031 -2.8119


[2]
23
Properties=species:S:1:pos:R:3 method="wB97M-V/def2-TZVPD" charge=+1 gap_ev=9.61 smiles="C=CCCNCC[NH3+]" multiplicity=1
C 0.0668 0.6171 1.7081
N -0.7058 -0.4954 1.2194
C -0.0224 -1.2441 0.1211
C 0.2874 -0.3649 -1.0882
C 0.9662 -1.1297 -2.2116
C 2.1086 -1.7662 -1.9882
C -0.5615 1.9798 1.3948
N -1.6686 1.7921 0.4259
H 0.1874 0.5438 2.7841
H 1.1386 0.5992 1.5052
H -0.7854 -1.2158 1.9247
H 0.8923 -1.6309 0.5030
H -0.6389 -2.0943 -0.1353
H -0.6687 0.0725 -1.3987
H 0.8510 0.5171 -0.7588
H 0.5308 -0.9490 -3.1905
H 2.5288 -2.4921 -2.6797
H 2.6059 -1.7385 -1.0265
H 0.1798 2.6753 1.0092
H -0.9330 2.5159 2.2506
H -1.3216 1.1372 -0.2599
H -1.8941 2.5999 -0.1350
H -2.4847 1.3294 0.8365


[3]
46
Properties=species:S:1:pos:R:3 method="wB97M-V/def2-TZVPD" charge=0 gap_ev=6.61 smiles=Cc1c(N)c(B(O)O)cc2nsnc12.CC(C)O.CC(C)O multiplicity=1
C 6.1031 -0.2562 1.1549
C 5.0393 0.9200 0.6347
C 5.5913 2.4617 0.3788
N 7.0557 2.7868 0.5764
C 4.4287 3.5618 -0.0889
B 4.8607 5.1640 -0.3293
O 4.1014 6.0439 -1.2786
O 5.9990 5.7024 0.4518
C 2.8431 3.1919 -0.2988
C 2.3243 1.6512 -0.0860
N 0.8827 1.1874 -0.2614
S 1.0796 -0.5331 0.1095
N 2.7497 -0.8376 0.5306
C 3.4417 0.5260 0.3863
H 5.5502 -0.7667 2.0816
H 7.0833 0.2408 1.6107
H 6.3243 -1.0696 0.3431
H 7.6734 1.9556 0.3898
H 7.4000 3.5221 -0.0945
H 3.7556 6.8261 -0.7287
H 5.9132 5.3370 1.3992
H 2.0944 4.0400 -0.5989
C -2.0047 -3.7361 -1.3142
C -1.8056 -3.3108 0.1317
C -2.9672 -3.7566 1.0055
O -1.6850 -1.8920 0.1944
H -2.9106 -3.2848 -1.7344
H -1.1671 -3.3978 -1.9336
H -2.0853 -4.8243 -1.3982
H -0.8720 -3.7363 0.5154
H -3.9073 -3.3061 0.6677
H -2.8163 -3.4330 2.0409
H -3.0767 -4.8455 0.9912
H -2.5096 -1.5056 -0.1443
C -6.8198 -1.8739 0.1627
C -5.7534 -0.8257 -0.1114
C -6.3049 0.3222 -0.9419
O -4.6646 -1.4299 -0.8051
H -7.1926 -2.3077 -0.7720
H -6.4055 -2.6998 0.7508
H -7.6647 -1.4439 0.7096
H -5.3639 -0.4399 0.8370
H -6.6594 -0.0336 -1.9159
H -5.5232 1.0628 -1.1419
H -7.1343 0.8182 -0.4281
H -5.0011 -1.7753 -1.6486


[4]
14
Properties=species:S:1:pos:R:3 method="wB97M-V/def2-TZVPD" charge=0 gap_ev=10.16 smiles="[H]/N=C(O)/C=C(/C)C#N" multiplicity=1
C 1.7836 1.1798 -0.8589
C -0.9992 -1.1865 0.3926
C 0.5754 0.6083 -0.1782
C 0.1726 -0.6579 -0.3114
O -1.7559 -1.9944 -0.3949
N -1.1925 -0.8818 1.5955
C -0.1891 1.5367 0.5703
N -0.7970 2.3494 1.1059
H -2.5101 -2.3519 0.0877
H -2.0292 -1.2577 2.0342
H 0.6864 -1.3463 -0.9680
H 1.4806 1.9380 -1.5762
H 2.3418 0.4000 -1.3735
H 2.4328 1.6644 -0.1252


[5]
11
Properties=species:S:1:pos:R:3 method="wB97M-V/def2-TZVPD" charge=0 gap_ev=9.68 smiles="[H]/N=C/N(O)/C=N/[H]" multiplicity=1
C 1.1176 -0.4198 0.0456
C -1.3624 -0.3842 0.0473
H 0.8985 1.7391 0.3598
H 1.3116 -1.5972 -0.2062
H 2.9910 -0.2085 -0.1627
H -1.3817 -1.4311 -0.1682
H -3.1600 -0.1513 0.0563
N -0.1318 0.1967 0.0295
N 2.1852 0.3133 0.0534
N -2.3264 0.3344 0.0289
O -0.1416 1.6085 -0.0836